[1]
Density functional theory data (the ωB97M-V functional and the def2-TZVPD basis) for a structure of composition C40H52N4OPtS.

The energy above the lowest of the compared OMol25 structures with the same formula, charge and spin is 0.3 kcal per mole. As for the HOMO-LUMO gap: 6.0 eV. The value obtained for the LUMO energy is -0.6 eV. As for the HOMO energy: -6.65 eV.

Each line ends with the Löwdin charge.
Atoms and positions in Å:
Pt -0.1082 0.3057 0.4047  1.25
C -3.7450 -4.7118 0.7768  -0.08
C -4.1944 -3.4148 1.4559  -0.19
C -3.5358 -2.2050 0.8716  -0.13
C -4.0175 -1.3480 -0.0677  -0.13
C -5.3318 -1.3863 -0.7799  -0.19
C -5.2296 -2.0154 -2.1717  -0.08
C -2.9705 -0.3893 -0.3274  -0.24
N -1.8816 -0.6640 0.4418  -0.05
C -2.1952 -1.7649 1.1842  -0.23
C -1.3582 -2.3783 2.0954  0.05
C -0.0569 -2.0130 2.3770  -0.24
C 0.8086 -2.6978 3.3104  -0.13
C 0.3924 -3.8465 4.1741  -0.19
C -0.3975 -3.4008 5.4072  -0.08
C 2.0116 -2.0680 3.2599  -0.13
C 1.8792 -0.9964 2.2999  -0.22
C 2.8912 -0.1216 1.9516  0.05
C 2.7938 0.9215 1.0521  -0.23
N 1.6742 1.2515 0.3457  -0.06
C 2.0100 2.3051 -0.4468  -0.22
C 1.1722 2.9203 -1.3541  0.05
C -0.1338 2.5704 -1.6135  -0.22
N -0.8192 1.5679 -0.9977  -0.05
C -2.0551 1.5308 -1.5716  -0.23
C -3.0560 0.6355 -1.2538  0.05
C -2.1611 2.5565 -2.5886  -0.13
C -0.9677 3.1980 -2.6166  -0.12
C -0.5501 4.3465 -3.4782  -0.19
C -0.6399 5.6882 -2.7462  -0.08
C -3.3533 2.7737 -3.4654  -0.19
C -3.4175 1.7724 -4.6215  -0.08
C 3.3909 2.6725 -0.2265  -0.12
C 3.8779 1.8142 0.7067  -0.13
C 5.2384 1.7779 1.3273  -0.19
C 5.2723 2.4109 2.7209  -0.08
C 4.0810 3.8161 -0.8988  -0.19
C 3.7351 5.1649 -0.2617  -0.08
N 0.6163 -0.9832 1.7850  -0.06
C 3.2456 -2.3523 4.0555  -0.19
C 3.3993 -1.4141 5.2555  -0.08
H -4.2161 -5.5837 1.2326  0.07
H -2.6628 -4.8285 0.8497  0.07
H -4.0055 -4.7000 -0.2828  0.07
H -3.9828 -3.4706 2.5269  0.11
H -5.2782 -3.3144 1.3701  0.10
H -5.7332 -0.3731 -0.8670  0.11
H -6.0510 -1.9452 -0.1779  0.10
H -4.5200 -1.4684 -2.7949  0.06
H -6.1972 -2.0154 -2.6753  0.07
H -4.8790 -3.0464 -2.1052  0.07
H -1.7531 -3.2330 2.6283  0.11
H 1.2792 -4.3983 4.4926  0.10
H -0.2058 -4.5503 3.5892  0.11
H 0.2047 -2.7383 6.0302  0.07
H -0.6986 -4.2577 6.0113  0.07
H -1.2955 -2.8519 5.1200  0.07
H 3.8514 -0.2687 2.4277  0.11
H 1.5873 3.7341 -1.9324  0.11
H -3.9891 0.7327 -1.7926  0.11
H -1.1755 4.3716 -4.3728  0.11
H 0.4704 4.1854 -3.8339  0.11
H -1.6646 5.8851 -2.4279  0.08
H -0.3158 6.5101 -3.3860  0.07
H -0.0150 5.6841 -1.8517  0.07
H -3.3203 3.7877 -3.8693  0.11
H -4.2683 2.7176 -2.8697  0.11
H -2.5254 1.8532 -5.2442  0.08
H -4.2926 1.9515 -5.2480  0.07
H -3.4649 0.7461 -4.2537  0.06
H 5.9416 2.3047 0.6791  0.10
H 5.5919 0.7445 1.3800  0.11
H 4.9780 3.4602 2.6716  0.07
H 6.2732 2.3569 3.1515  0.07
H 4.5807 1.9114 3.4010  0.06
H 3.8186 3.8296 -1.9594  0.11
H 5.1611 3.6610 -0.8594  0.10
H 2.6600 5.3478 -0.2975  0.07
H 4.2390 5.9845 -0.7755  0.07
H 4.0355 5.1829 0.7868  0.07
H 4.1261 -2.2737 3.4123  0.11
H 3.2196 -3.3866 4.4042  0.10
H 3.4378 -0.3720 4.9345  0.07
H 4.3109 -1.6339 5.8131  0.07
H 2.5509 -1.5157 5.9335  0.07
O 1.4351 0.2798 -3.4758  -0.55
S 1.6693 -1.1913 -3.5760  0.91
C 0.0348 -1.9661 -3.7689  -0.32
C -0.5681 -2.0326 -2.3751  -0.25
C 0.5462 -2.5797 -1.4894  -0.24
C 1.8025 -1.7905 -1.8457  -0.31
H 0.1853 -2.9575 -4.2051  0.09
H -0.5102 -1.3417 -4.4762  0.09
H -1.4681 -2.6502 -2.3407  0.12
H -0.8352 -1.0251 -2.0542  0.07
H 0.6915 -3.6432 -1.7018  0.11
H 0.3188 -2.4763 -0.4268  0.08
H 2.7363 -2.3306 -1.6991  0.08
H 1.8397 -0.8412 -1.3059  0.05



[2]
Density functional theory data (the ωB97M-V functional and the def2-TZVPD basis) for a structure of composition C40H53AuN2O3S2.

As for the expectation value of S²: 2.026. As for the HOMO-LUMO gap (spin up / spin down): 6.7 / 5.4 eV. The charge is +2. The value obtained for the LUMO energy (spin up / spin down) is -6.2 / -8.1 eV. The spin multiplicity is 3. As for the HOMO energy (spin up / spin down): -12.98 / -13.53 eV.

Each line ends with the Löwdin charge.
Atoms and positions in Å:
Au 1.9815 0.3016 -0.0509  1.18
C -1.4089 -4.9479 2.8348  -0.02
C -1.9770 -3.6317 3.4045  -0.55
C -3.3608 -3.3791 2.7824  -0.02
C -2.1564 -3.7899 4.9139  -0.05
C -1.0271 -2.5217 3.0214  -0.10
C -0.8335 -2.2442 1.6680  0.06
C 0.1290 -1.3290 1.2671  -0.15
N 0.4865 -0.9909 -0.0096  -0.02
C 0.1515 -1.4336 -1.2639  -0.14
C -0.6904 -2.4724 -1.6335  0.06
C -0.9119 -2.7592 -2.9839  -0.10
C -0.3553 -1.9130 -3.9568  0.08
C 0.4979 -0.8697 -3.6608  -0.05
C 0.8416 -0.6931 -2.2903  -0.21
O 1.8041 0.1194 -1.9489  -0.20
C 1.0349 0.0843 -4.7053  -0.53
C 2.5733 0.1031 -4.7137  -0.02
C 0.5138 1.4869 -4.3326  -0.02
C 0.5722 -0.2606 -6.1209  -0.04
C -1.7254 -3.9749 -3.3519  -0.55
C -1.0131 -5.2176 -2.7825  -0.02
C -1.8882 -4.1563 -4.8600  -0.05
C -3.1276 -3.8843 -2.7264  -0.02
C 0.8718 -0.5906 2.2600  -0.22
O 1.8222 0.2246 1.8711  -0.18
C 0.5671 -0.7557 3.6412  -0.06
C -0.3280 -1.7563 3.9689  0.08
C 1.1933 0.1487 4.6831  -0.53
C 0.7065 -0.1535 6.1003  -0.05
C 0.8097 1.6033 4.3549  -0.03
C 2.7233 -0.0036 4.6595  -0.02
H -2.0479 -5.7731 3.1361  0.10
H -0.4089 -5.1291 3.2187  0.10
H -1.3632 -4.9283 1.7495  0.08
H -4.0264 -4.1940 3.0504  0.10
H -3.3231 -3.3188 1.6987  0.07
H -3.7796 -2.4536 3.1684  0.10
H -2.8296 -4.6234 5.0977  0.10
H -2.6052 -2.8999 5.3508  0.10
H -1.2153 -4.0090 5.4135  0.09
H -1.4399 -2.7481 0.9389  0.09
H -1.1518 -3.0988 -0.8943  0.09
H -0.5830 -2.1030 -4.9894  0.10
H 2.9729 0.4003 -3.7491  0.07
H 2.9130 0.8126 -5.4648  0.09
H 2.9638 -0.8788 -4.9698  0.10
H 0.8369 1.7646 -3.3320  0.06
H -0.5735 1.5080 -4.3673  0.10
H 0.8975 2.2178 -5.0397  0.10
H 0.9359 -1.2396 -6.4234  0.10
H 0.9889 0.4656 -6.8133  0.10
H -0.5099 -0.2241 -6.2192  0.09
H -0.0008 -5.2883 -3.1698  0.10
H -1.5589 -6.1071 -3.0830  0.10
H -0.9648 -5.1988 -1.6977  0.08
H -0.9275 -4.2231 -5.3630  0.09
H -2.4701 -3.3445 -5.2889  0.10
H -2.4238 -5.0824 -5.0476  0.10
H -3.0922 -3.8265 -1.6426  0.07
H -3.6952 -4.7686 -3.0013  0.10
H -3.6494 -3.0098 -3.1042  0.10
H -0.5185 -1.9456 5.0087  0.10
H -0.3708 -0.0339 6.1880  0.09
H 1.1718 0.5505 6.7838  0.10
H 0.9906 -1.1525 6.4200  0.10
H -0.2730 1.7169 4.3474  0.09
H 1.2068 1.9077 3.3896  0.06
H 1.2116 2.2618 5.1203  0.09
H 3.0053 -1.0128 4.9512  0.10
H 3.1678 0.6929 5.3661  0.10
H 3.1223 0.2000 3.6698  0.07
S 4.0808 1.2906 -0.3151  0.71
C 3.8340 2.9575 0.0770  -0.66
N 3.8733 3.8161 -0.9569  0.09
C 3.8277 5.1459 -0.8108  -0.02
C 3.7389 5.6900 0.4478  -0.01
C 3.7024 4.8354 1.5552  0.00
C 3.7377 3.4677 1.3701  -0.04
H 3.9706 3.4028 -1.8826  0.16
H 3.8733 5.7432 -1.7092  0.15
H 3.7019 6.7594 0.5707  0.13
H 3.6665 5.2432 2.5550  0.13
H 3.7302 2.7811 2.2016  0.12
C -1.4393 2.3616 1.2498  -0.19
S -0.7946 2.4190 -0.4697  0.95
O 0.7018 2.3922 -0.2894  -0.63
C -1.2170 4.1599 -0.7028  -0.40
C -2.3769 4.4630 -1.3953  -0.08
C -2.7866 5.7834 -1.4717  -0.05
C -2.0404 6.7773 -0.8575  -0.05
C -0.8673 6.4616 -0.1902  -0.06
C -0.4485 5.1453 -0.1126  -0.09
H -0.9218 3.1218 1.8280  0.06
H -1.2419 1.3803 1.6737  0.03
H -2.5050 2.5619 1.2339  0.07
H -2.9567 3.6764 -1.8559  0.11
H -3.6969 6.0301 -1.9936  0.12
H -2.3796 7.7993 -0.8949  0.12
H -0.2903 7.2334 0.2936  0.11
H 0.4606 4.8712 0.4044  0.10



[3]
Density functional theory data (the ωB97M-V functional and the def2-TZVPD basis) for a structure of composition C40H53N4O4PPtS2Se2.

The energy above the lowest of the compared OMol25 structures with the same formula, charge and spin is 22.8 kcal per mole. As for the HOMO-LUMO gap: 6.4 eV. The charge is -2. The value obtained for the LUMO energy is 4.0 eV. As for the HOMO energy: -2.38 eV.

Each line ends with the Löwdin charge.
Atoms and positions in Å:
Pt 0.6717 -0.8657 1.6156  0.49
O 5.4521 0.5352 1.5608  -0.11
C 4.8552 -0.6506 2.1015  -0.24
C 4.4939 -1.6521 1.0060  -0.58
C 5.7799 -2.2460 0.4170  -0.23
O 6.6397 -1.2762 -0.1651  -0.08
C 3.6972 -2.8132 1.5905  -0.50
Se 2.1258 -2.4461 2.6999  0.65
C 3.6854 -1.0146 -0.1309  -0.50
Se 2.3915 0.3698 0.3222  0.68
H 4.6982 1.0411 1.2080  0.03
H 3.9653 -0.3915 2.6757  0.06
H 5.5894 -1.0935 2.7816  0.13
H 5.5285 -2.9708 -0.3640  0.12
H 6.3108 -2.7873 1.2148  0.12
H 6.4817 -0.4449 0.3135  0.06
H 4.2952 -3.3508 2.3387  0.06
H 3.4570 -3.5179 0.7931  0.06
H 3.1487 -1.8095 -0.6483  0.03
H 4.3627 -0.5474 -0.8466  0.07
S -1.0276 -1.8486 2.9726  0.57
C -1.3921 -0.5244 4.0396  -0.66
C -2.5855 -0.5273 4.7486  -0.07
C -2.9047 0.4916 5.6455  -0.21
C -4.1476 0.4415 6.3537  -0.20
N -5.1521 0.3764 6.9131  0.13
C -2.0008 1.5482 5.8342  -0.21
C -0.8029 1.5577 5.1214  -0.06
C -0.4801 0.5414 4.2289  -0.66
S 1.0560 0.5758 3.4138  0.53
C -2.2901 2.6117 6.7484  -0.20
N -2.5178 3.4591 7.4938  0.13
H -3.2915 -1.3327 4.5928  0.11
H -0.1136 2.3803 5.2612  0.11
C -0.4025 -2.9926 -4.0497  -0.10
C 0.3710 -2.5491 -2.8017  -0.58
C 1.6877 -3.3396 -2.7897  -0.11
C 0.7634 -1.0683 -2.9507  -0.10
P -0.4911 -2.7368 -1.1001  0.81
N 0.2397 -1.8762 -0.0827  -0.42
C -0.4761 -4.5953 -0.6747  -0.59
C -0.8005 -5.5821 -1.7999  -0.09
C -1.4539 -4.8449 0.4819  -0.10
C 0.9163 -4.9123 -0.1037  -0.11
C -2.3107 -2.2453 -1.3757  -0.58
C -2.3360 -0.8443 -2.0094  -0.09
C -2.9835 -2.0556 -0.0080  -0.11
C -3.1774 -3.1942 -2.2143  -0.09
H 0.2488 -2.8548 -4.9211  0.08
H -1.2980 -2.3997 -4.2254  0.05
H -0.6890 -4.0457 -4.0221  0.06
H 2.2640 -3.0664 -3.6797  0.08
H 1.5392 -4.4180 -2.8177  0.05
H 2.2885 -3.0916 -1.9176  0.06
H 1.5565 -0.9880 -3.7031  0.08
H 1.1368 -0.6653 -2.0073  0.02
H -0.0661 -0.4498 -3.2858  0.06
H -1.7789 -5.4110 -2.2479  0.06
H -0.8046 -6.5957 -1.3803  0.08
H -0.0570 -5.5685 -2.5955  0.05
H -2.4960 -4.7808 0.1738  0.06
H -1.2872 -4.1414 1.3007  0.05
H -1.2848 -5.8573 0.8648  0.08
H 1.6951 -4.9319 -0.8634  0.05
H 0.8896 -5.8981 0.3749  0.08
H 1.1767 -4.1714 0.6521  0.01
H -1.6704 -0.1660 -1.4723  0.08
H -3.3533 -0.4488 -1.9202  0.08
H -2.0785 -0.8437 -3.0670  0.05
H -2.4704 -1.2882 0.5701  0.02
H -3.0298 -2.9595 0.5937  0.04
H -4.0126 -1.7203 -0.1856  0.08
H -2.7650 -3.4204 -3.1975  0.05
H -4.1502 -2.7136 -2.3696  0.08
H -3.3683 -4.1375 -1.7010  0.06
C 2.4542 6.1064 -3.4165  -0.07
C 1.0383 5.9574 -2.9178  -0.25
C 0.0096 6.6028 -3.6047  -0.09
C -1.3021 6.4575 -3.1875  -0.11
C -1.6076 5.6835 -2.0807  -0.04
C -0.5878 5.0547 -1.3583  -0.19
N -0.8036 4.2519 -0.2516  0.10
C -1.9713 4.0602 0.4754  -0.17
C -2.8772 5.0962 0.7360  -0.05
C -3.9941 4.8793 1.5253  -0.11
C -4.2373 3.6321 2.0816  -0.10
C -3.3349 2.6072 1.8431  -0.02
C -2.2058 2.7925 1.0551  -0.04
C -1.2443 1.6195 0.9139  -0.61
O -1.6546 0.5051 1.3074  -0.11
O -0.0916 1.8309 0.4609  -0.14
C 0.7524 5.1880 -1.7915  -0.16
C 1.8232 4.4714 -1.0157  -0.03
H 2.4727 6.6851 -4.3406  0.06
H 2.9153 5.1373 -3.6156  0.08
H 3.0882 6.6179 -2.6880  0.08
H 0.2438 7.2036 -4.4766  0.09
H -2.1033 6.9357 -3.7397  0.09
H -2.6373 5.5360 -1.7927  0.10
H -0.1777 3.4402 -0.1100  0.09
H -2.6733 6.0877 0.3568  0.10
H -4.6681 5.7050 1.7254  0.09
H -5.1046 3.4646 2.7079  0.09
H -3.4725 1.6219 2.2709  0.11
H 1.7141 4.6613 0.0548  0.09
H 2.8232 4.7730 -1.3186  0.06
H 1.7531 3.3853 -1.1318  0.08



[4]
Density functional theory data (the ωB97M-V functional and the def2-TZVPD basis) for a structure of composition C40H54GdN13O4PS5.

As for the expectation value of S²: 16.041. As for the HOMO-LUMO gap (spin up / spin down): 5.9 / 5.9 eV. The charge is +1. The value obtained for the LUMO energy (spin up / spin down) is -3.0 / -2.9 eV. The spin multiplicity is 8. As for the HOMO energy (spin up / spin down): -8.83 / -8.84 eV.

Each line ends with the Löwdin charge.
Atoms and positions in Å:
Gd 0.8705 0.2167 -0.2092  1.37
N 0.8741 -1.2672 1.9824  0.00
C -0.2146 -2.1079 2.3625  -0.32
C 0.0165 -3.4469 2.6805  -0.05
C -1.0296 -4.2761 3.0547  -0.08
C -2.3241 -3.7752 3.1353  -0.07
C -2.5599 -2.4504 2.8017  -0.10
C -1.5253 -1.6055 2.3877  -0.34
P -1.7371 0.1328 1.8391  1.08
C -3.4871 0.1811 1.2303  -0.36
C -4.0313 -0.8775 0.4965  -0.13
C -5.3190 -0.8096 -0.0256  -0.08
C -6.0902 0.3267 0.1688  -0.08
C -5.5593 1.3915 0.8822  -0.06
C -4.2717 1.3206 1.4047  -0.08
C -1.9001 1.0047 3.4731  -0.36
C -1.8502 2.4053 3.4886  -0.14
C -1.9477 3.1193 4.6801  -0.07
C -2.0682 2.4406 5.8869  -0.08
C -2.0944 1.0527 5.8910  -0.07
C -2.0125 0.3388 4.6955  -0.07
H 1.7381 -1.7791 2.0081  0.07
H 0.9781 -0.4429 2.6019  0.05
H 1.0357 -3.8292 2.6565  0.11
H -0.8310 -5.3131 3.3028  0.11
H -3.1393 -4.4093 3.4655  0.11
H -3.5704 -2.0609 2.8563  0.12
H -3.4639 -1.7863 0.3495  0.08
H -5.7205 -1.6521 -0.5802  0.10
H -7.0999 0.3795 -0.2257  0.11
H -6.1490 2.2885 1.0395  0.11
H -3.8901 2.1718 1.9516  0.09
H -1.7217 2.9454 2.5592  0.05
H -1.9235 4.2059 4.6601  0.12
H -2.1374 2.9912 6.8204  0.11
H -2.1773 0.5142 6.8305  0.11
H -2.0358 -0.7435 4.7278  0.10
N -1.0245 -1.7493 -0.8314  0.02
C -1.0407 -2.1730 -2.2463  -0.28
C -2.2870 -1.6402 -2.9685  -0.15
C -2.4299 -1.9420 -4.4604  -0.15
C -2.2308 -3.4057 -4.8615  -0.14
N -0.7954 -3.6371 -5.0384  0.08
C -0.2245 -4.3989 -5.9288  -0.44
N 1.1218 -4.3606 -6.0479  0.19
N -0.9234 -5.2354 -6.7072  0.20
C 0.2784 -1.7499 -2.9146  -0.51
O 0.5864 -2.3298 -3.9997  0.08
O 1.0071 -0.9322 -2.3082  -0.12
H -1.2923 -2.4953 -0.2068  0.08
H -1.7234 -1.0229 -0.7168  -0.02
H -1.0539 -3.2651 -2.2925  0.14
H -2.3083 -0.5585 -2.8505  0.04
H -3.1550 -2.0402 -2.4341  0.12
H -1.7124 -1.3395 -5.0259  0.13
H -3.4261 -1.6248 -4.7705  0.12
H -2.7700 -3.6076 -5.7874  0.11
H -2.6205 -4.0738 -4.0889  0.13
H -0.1648 -2.9949 -4.4933  -0.13
H 1.6163 -3.6271 -5.5602  0.11
H 1.5827 -4.8013 -6.8225  0.11
H -1.9186 -5.3012 -6.6219  0.10
H -0.4654 -5.8353 -7.3664  0.12
N 1.4935 -3.7472 -0.5344  0.09
N 2.8352 -3.7050 -0.8661  0.00
C 3.5313 -2.5646 -0.7718  -0.35
N 4.7672 -2.6103 -1.2328  0.23
N 2.9076 -1.5009 -0.1887  0.10
N 3.6285 -0.3917 0.1169  -0.41
O 2.9579 0.4412 0.7453  -0.16
O 4.7696 -0.1830 -0.2109  0.11
H 1.2898 -4.6248 -0.0875  0.10
H 0.9284 -3.6235 -1.3597  0.07
H 3.1914 -4.3818 -1.5114  0.15
H 5.1697 -3.4738 -1.5564  0.13
H 5.3221 -1.7849 -1.1379  0.10
N 5.9288 5.2526 -3.4407  0.15
C 5.1364 4.5737 -2.9489  -0.17
C 4.1408 3.7148 -2.3187  -0.23
C 3.3102 4.2138 -1.3130  -0.02
C 2.3740 3.3806 -0.7151  -0.14
C 2.2266 2.0575 -1.0977  -0.26
C 3.0641 1.5790 -2.1063  -0.16
C 4.0124 2.3877 -2.7172  -0.04
H 3.3971 5.2507 -1.0089  0.12
H 1.7335 3.8113 0.0515  0.09
H 2.9693 0.5567 -2.4598  0.08
H 4.6534 1.9990 -3.5031  0.12
C -1.0506 3.1516 -4.8326  -0.38
S 0.3736 3.4250 -3.7452  0.83
C -0.4436 3.9111 -2.2715  -1.00
C -1.1208 3.1050 -1.4206  -1.10
S -1.4256 1.3860 -1.5261  0.51
S -1.7324 3.9323 -0.0119  0.87
C -1.0343 5.4911 -0.2563  -1.52
S -1.1199 6.7044 0.8468  0.53
S -0.2557 5.5814 -1.7816  0.92
H -0.6601 2.6764 -5.7383  0.03
H -1.5288 4.0961 -5.0915  0.04
H -1.7559 2.4799 -4.3394  0.02
C 3.5871 0.9659 4.0764  -0.04
C 2.3769 1.8889 4.2072  -0.61
C 2.8009 3.3300 3.9327  -0.04
C 1.7979 1.7743 5.6064  -0.04
N 1.2961 1.4130 3.2777  -0.06
N 1.1680 2.0954 2.0171  0.01
H 4.3889 1.2777 4.7572  0.09
H 3.9818 0.9911 3.0558  0.07
H 3.3059 -0.0650 4.3247  0.08
H 3.5204 3.6394 4.6978  0.10
H 1.9484 4.0195 3.9786  0.09
H 3.2947 3.4450 2.9616  0.08
H 2.5692 1.9758 6.3549  0.09
H 1.4039 0.7655 5.7833  0.09
H 0.9832 2.4927 5.7488  0.08
H 0.4129 1.5272 3.7481  0.06
H 2.1040 2.2143 1.6609  0.03
H 0.8185 3.0286 2.1729  0.08



Number 1: electronic energy -2367.3117 hartree, maximum force 0.17 eV/A. Number 2: electronic energy -2822.7286 hartree, maximum force 1.42 eV/A. Number 3: electronic energy -8136.0883 hartree, maximum force 0.60 eV/A. Number 4: electronic energy -5667.1549 hartree, maximum force 5.84 eV/A.